Entry 1:
C92H208N8O16 | the ωB97M-V functional and the def2-TZVPD basis

Last column: Mulliken charge in e.
Atoms and positions in Å:
C (-1.972, 2.064, 4.894)  -0.185
O (-0.800, 1.359, 4.717)  -0.377
H (-1.930, 3.018, 4.369)  0.248
H (-2.749, 1.384, 4.545)  -0.393
H (-2.117, 2.347, 5.937)  0.288
H (-0.113, 2.008, 4.551)  0.289
C (0.418, -0.951, 6.893)  -0.328
O (0.752, 0.399, 6.831)  -0.582
H (0.615, -1.466, 5.952)  -0.065
H (1.054, -1.412, 7.648)  0.391
H (-0.605, -1.129, 7.224)  0.214
H (0.165, 0.796, 6.183)  0.375
C (3.824, 8.545, -2.381)  -2.120
C (3.123, 7.232, -2.652)  1.944
C (3.580, 6.707, -4.065)  -1.852
C (3.092, 5.256, -4.437)  -0.575
C (3.608, 4.388, -3.320)  -1.160
C (3.301, 4.765, -1.829)  2.267
N (3.500, 6.213, -1.659)  0.341
O (3.244, 6.598, -0.382)  -0.404
C (1.912, 4.172, -1.487)  -0.127
C (4.378, 3.994, -0.917)  -2.167
C (1.611, 7.492, -2.623)  -1.672
H (3.328, 9.208, -1.672)  0.379
H (3.692, 9.121, -3.297)  0.472
H (4.862, 8.527, -2.049)  0.405
H (3.148, 7.354, -4.829)  0.568
H (4.657, 6.858, -4.149)  0.411
H (3.576, 4.940, -5.361)  0.537
H (2.023, 5.104, -4.591)  0.283
H (4.693, 4.386, -3.418)  0.597
H (3.163, 3.408, -3.496)  -0.085
H (1.075, 4.579, -2.054)  -0.193
H (1.903, 3.104, -1.705)  -0.605
H (1.620, 4.363, -0.454)  0.282
H (4.122, 3.856, 0.133)  0.206
H (4.558, 2.972, -1.251)  0.175
H (5.311, 4.542, -1.045)  0.668
H (0.932, 6.639, -2.635)  -0.009
H (1.388, 8.129, -3.478)  0.501
H (1.305, 7.989, -1.703)  0.468
H (4.075, 7.045, -0.204)  0.347
C (5.591, -7.607, 1.709)  -2.037
C (4.402, -6.757, 2.208)  2.310
C (3.622, -7.703, 3.143)  -1.721
C (2.670, -7.105, 4.149)  0.472
C (3.496, -6.087, 4.882)  -2.158
C (4.145, -4.993, 4.018)  2.458
N (4.913, -5.603, 2.920)  -0.192
O (5.710, -4.738, 2.175)  0.000
C (3.067, -4.067, 3.538)  -0.634
C (5.226, -4.410, 5.007)  -2.137
C (3.458, -6.387, 1.109)  -1.575
H (6.259, -7.053, 1.049)  0.326
H (5.148, -8.428, 1.146)  0.387
H (6.150, -7.969, 2.572)  0.508
H (3.139, -8.498, 2.574)  0.580
H (4.301, -8.184, 3.846)  0.350
H (2.145, -7.806, 4.799)  0.640
H (1.892, -6.596, 3.579)  -0.575
H (4.226, -6.606, 5.504)  0.380
H (2.851, -5.585, 5.603)  0.586
H (3.517, -3.307, 2.899)  -0.596
H (2.333, -4.526, 2.875)  -0.317
H (2.370, -3.695, 4.289)  0.569
H (5.826, -5.170, 5.507)  0.483
H (5.853, -3.690, 4.480)  0.370
H (4.775, -3.794, 5.785)  0.407
H (3.897, -5.874, 0.253)  0.096
H (2.654, -5.714, 1.409)  0.131
H (2.956, -7.172, 0.544)  0.576
H (6.602, -4.991, 2.424)  0.266
C (-4.617, -4.014, 5.650)  -2.083
C (-3.263, -4.359, 5.059)  2.132
C (-2.381, -4.805, 6.242)  -1.869
C (-1.087, -5.545, 5.758)  0.257
C (-1.540, -6.764, 4.912)  -1.552
C (-2.369, -6.362, 3.657)  1.976
N (-3.516, -5.443, 4.084)  -0.137
O (-4.367, -5.083, 3.063)  -0.006
C (-1.427, -5.711, 2.642)  -1.680
C (-2.974, -7.678, 3.203)  -2.062
C (-2.608, -3.038, 4.511)  -0.923
H (-5.313, -3.511, 4.978)  0.293
H (-4.588, -3.355, 6.518)  0.376
H (-5.112, -4.917, 6.005)  0.536
H (-2.156, -3.950, 6.880)  0.472
H (-2.914, -5.447, 6.943)  0.441
H (-0.462, -5.961, 6.549)  0.533
H (-0.505, -4.740, 5.311)  -0.343
H (-2.195, -7.375, 5.533)  0.430
H (-0.633, -7.270, 4.581)  0.449
H (-0.870, -4.859, 3.032)  -0.038
H (-0.686, -6.448, 2.330)  0.490
H (-2.077, -5.446, 1.808)  0.453
H (-3.648, -7.561, 2.354)  0.455
H (-2.227, -8.335, 2.759)  0.359
H (-3.571, -8.130, 3.995)  0.483
H (-2.981, -2.868, 3.501)  -0.168
H (-1.523, -3.107, 4.428)  -0.257
H (-2.766, -2.153, 5.128)  0.684
H (-5.042, -5.755, 3.185)  0.304
C (2.183, -4.803, -2.124)  -0.105
C (0.977, -5.269, -3.020)  1.900
C (-0.366, -4.716, -2.481)  -1.905
C (-0.562, -3.183, -2.761)  1.539
C (-0.417, -2.972, -4.301)  -1.719
C (0.899, -3.577, -4.936)  1.941
N (1.169, -4.962, -4.465)  0.213
O (2.347, -5.439, -5.010)  -0.464
C (0.682, -3.557, -6.479)  -2.046
C (2.074, -2.647, -4.606)  -0.646
C (0.787, -6.788, -2.873)  -2.051
H (3.035, -5.439, -2.367)  0.589
H (1.911, -4.956, -1.080)  -0.127
H (2.428, -3.779, -2.405)  -0.800
H (-1.207, -5.216, -2.962)  0.462
H (-0.418, -4.880, -1.405)  0.452
H (0.155, -2.556, -2.232)  -0.879
H (-1.540, -2.816, -2.447)  -0.046
H (-0.503, -1.894, -4.438)  -0.024
H (-1.319, -3.242, -4.849)  0.552
H (1.424, -4.053, -7.104)  0.433
H (-0.227, -4.129, -6.666)  0.518
H (0.463, -2.540, -6.804)  0.220
H (2.029, -1.828, -5.323)  0.396
H (1.947, -2.223, -3.610)  -0.365
H (3.065, -3.083, -4.730)  0.344
H (-0.078, -7.146, -3.430)  0.480
H (0.646, -6.964, -1.806)  0.332
H (1.670, -7.322, -3.224)  0.460
H (2.092, -6.109, -5.648)  0.387
C (-6.313, 1.025, -7.264)  -1.906
C (-5.417, 1.561, -6.090)  1.472
C (-6.408, 2.196, -5.116)  -1.779
C (-5.698, 2.398, -3.755)  0.646
C (-5.027, 1.062, -3.219)  -0.708
C (-4.030, 0.367, -4.154)  1.862
N (-4.648, 0.365, -5.542)  0.543
O (-3.916, -0.371, -6.480)  -0.486
C (-2.741, 1.238, -4.097)  -1.184
C (-3.695, -1.129, -3.716)  -1.073
C (-4.505, 2.674, -6.685)  -1.768
H (-5.682, 0.497, -7.979)  0.415
H (-6.868, 1.845, -7.721)  0.439
H (-6.993, 0.272, -6.867)  0.424
H (-6.715, 3.184, -5.457)  0.489
H (-7.227, 1.495, -4.953)  0.348
H (-6.436, 2.664, -2.998)  0.633
H (-4.942, 3.183, -3.782)  -0.891
H (-5.856, 0.451, -2.861)  0.554
H (-4.585, 1.461, -2.306)  -0.181
H (-2.281, 1.246, -3.109)  -0.096
H (-1.972, 0.931, -4.805)  0.434
H (-2.685, 2.280, -4.410)  0.090
H (-2.894, -1.509, -4.349)  0.722
H (-3.466, -1.244, -2.657)  -0.911
H (-4.548, -1.805, -3.780)  0.574
H (-3.999, 3.321, -5.969)  0.096
H (-5.096, 3.187, -7.443)  0.549
H (-3.704, 2.122, -7.177)  0.344
H (-4.482, -1.113, -6.706)  0.322
C (4.780, -1.766, -2.068)  -0.762
C (6.058, -2.299, -1.425)  1.873
C (7.311, -2.160, -2.334)  -1.472
C (8.008, -0.754, -2.256)  -0.705
C (8.366, -0.493, -0.726)  -1.332
C (7.127, -0.492, 0.158)  1.160
N (6.393, -1.770, -0.065)  -0.006
O (5.348, -2.041, 0.775)  0.938
C (7.646, -0.511, 1.628)  -1.442
C (6.215, 0.761, -0.049)  -1.024
C (5.789, -3.850, -1.347)  -1.997
H (3.914, -2.045, -1.468)  -0.556
H (4.556, -2.173, -3.055)  0.502
H (4.724, -0.696, -2.267)  0.199
H (8.024, -2.983, -2.300)  0.372
H (6.854, -2.247, -3.320)  0.451
H (7.383, 0.061, -2.620)  0.314
H (8.942, -0.771, -2.818)  0.465
H (8.780, 0.512, -0.640)  0.455
H (9.147, -1.157, -0.354)  0.426
H (8.319, -1.354, 1.785)  0.474
H (8.046, 0.461, 1.917)  0.423
H (6.824, -0.682, 2.323)  -0.166
H (6.043, 0.789, -1.125)  0.374
H (5.288, 0.718, 0.523)  -0.414
H (6.799, 1.641, 0.221)  0.658
H (5.003, -4.152, -0.655)  -0.148
H (6.666, -4.299, -0.881)  0.678
H (5.593, -4.296, -2.322)  0.374
H (5.611, -2.816, 1.277)  -0.109
C (-1.510, 1.765, 1.215)  -0.382
C (-0.684, 0.568, 0.608)  2.799
C (0.200, 1.180, -0.520)  -0.127
C (1.360, 0.291, -0.828)  0.337
C (2.168, 0.057, 0.440)  0.214
C (1.337, -0.674, 1.549)  2.588
N (0.064, 0.018, 1.714)  0.535
O (-0.753, -0.599, 2.683)  1.296
C (1.227, -2.146, 1.086)  -0.391
C (2.078, -0.630, 2.951)  -0.391
C (-1.598, -0.540, -0.011)  -0.378
H (-2.391, 2.035, 0.633)  -0.155
H (-0.895, 2.636, 1.441)  -0.194
H (-1.945, 1.451, 2.164)  -0.677
H (-0.367, 1.280, -1.445)  0.034
H (0.478, 2.217, -0.334)  -0.885
H (1.985, 0.818, -1.550)  0.747
H (1.076, -0.671, -1.254)  -0.997
H (2.668, 0.951, 0.811)  -0.408
H (2.968, -0.621, 0.145)  -0.542
H (2.163, -2.704, 1.042)  -0.026
H (0.615, -2.586, 1.874)  -0.381
H (0.677, -2.359, 0.170)  -0.373
H (2.078, 0.401, 3.307)  0.079
H (1.594, -1.292, 3.669)  -0.298
H (3.106, -0.991, 2.904)  -0.716
H (-1.122, -1.285, -0.650)  -0.328
H (-2.299, 0.002, -0.645)  0.019
H (-2.221, -1.044, 0.727)  -0.380
H (-0.625, -0.025, 3.442)  -0.409
C (-2.669, 5.234, -0.525)  -1.666
C (-2.608, 6.540, -1.320)  1.869
C (-2.191, 6.232, -2.772)  -0.834
C (-3.361, 5.687, -3.591)  0.356
C (-4.617, 6.664, -3.511)  -1.729
C (-5.106, 6.836, -2.061)  1.705
N (-3.911, 7.228, -1.306)  0.386
O (-4.296, 7.574, 0.012)  -0.460
C (-6.160, 8.028, -2.145)  -1.877
C (-5.803, 5.528, -1.583)  -0.892
C (-1.607, 7.554, -0.744)  -1.865
H (-3.004, 5.501, 0.477)  0.524
H (-1.712, 4.779, -0.270)  0.461
H (-3.359, 4.511, -0.961)  0.067
H (-1.730, 7.103, -3.238)  0.477
H (-1.334, 5.560, -2.719)  -0.147
H (-3.559, 4.675, -3.239)  -0.800
H (-3.018, 5.572, -4.620)  0.736
H (-5.377, 6.195, -4.135)  0.362
H (-4.274, 7.621, -3.904)  0.524
H (-7.130, 7.673, -2.496)  0.378
H (-6.349, 8.540, -1.202)  0.395
H (-5.901, 8.773, -2.897)  0.417
H (-5.313, 4.673, -2.049)  -0.466
H (-5.883, 5.441, -0.500)  0.023
H (-6.840, 5.398, -1.892)  0.589
H (-1.530, 8.483, -1.309)  0.508
H (-0.678, 6.989, -0.681)  0.013
H (-1.899, 7.732, 0.291)  0.570
H (-4.084, 8.510, 0.038)  0.367
C (2.320, 5.199, 4.406)  -1.533
C (1.525, 4.036, 3.731)  0.045
C (2.051, 3.787, 2.323)  0.455
O (1.508, 2.942, 4.564)  -0.491
H (2.225, 6.117, 3.826)  0.439
H (3.395, 5.021, 4.378)  0.182
H (2.147, 5.443, 5.454)  0.414
H (0.531, 4.479, 3.664)  0.558
H (3.007, 3.273, 2.421)  -0.405
H (2.199, 4.766, 1.867)  0.494
H (1.371, 3.103, 1.816)  -0.366
H (2.447, 2.742, 4.569)  0.125
C (5.741, 0.514, 4.600)  -1.182
C (5.526, 2.066, 4.655)  0.436
C (5.863, 2.720, 3.261)  -1.207
O (4.151, 2.176, 4.935)  -0.384
H (5.591, 0.124, 5.607)  0.621
H (6.784, 0.307, 4.360)  0.413
H (5.017, 0.061, 3.922)  -0.008
H (6.169, 2.586, 5.365)  0.190
H (5.483, 2.408, 2.288)  -0.015
H (6.950, 2.653, 3.199)  0.559
H (5.588, 3.774, 3.301)  0.364
H (4.078, 1.745, 5.790)  0.156
C (-7.180, 4.066, 1.950)  -1.482
C (-6.790, 2.936, 1.027)  0.479
C (-5.269, 2.758, 1.155)  -0.795
O (-7.215, 1.749, 1.541)  -0.554
H (-6.562, 4.932, 1.713)  0.285
H (-6.956, 3.771, 2.975)  0.348
H (-8.251, 4.265, 1.915)  0.473
H (-7.075, 3.112, -0.010)  0.241
H (-4.607, 3.594, 0.932)  0.398
H (-4.875, 1.867, 0.665)  -0.063
H (-5.144, 2.660, 2.233)  0.469
H (-8.141, 1.786, 1.792)  0.295
C (-5.011, -0.425, 3.307)  1.251
C (-6.061, -0.134, 4.334)  0.600
C (-5.521, -0.226, 5.718)  -1.298
O (-6.545, 1.209, 4.243)  -0.680
H (-4.106, 0.172, 3.413)  -1.066
H (-5.471, -0.176, 2.351)  -0.025
H (-4.829, -1.500, 3.310)  -0.075
H (-6.882, -0.843, 4.225)  0.330
H (-5.024, -1.189, 5.832)  0.081
H (-6.242, -0.085, 6.523)  0.446
H (-4.792, 0.558, 5.925)  0.234
H (-6.556, 1.410, 3.304)  0.171
C (0.467, 1.645, -6.677)  -1.471
C (1.806, 1.393, -6.048)  0.383
C (1.670, 0.988, -4.573)  -0.310
O (2.448, 0.331, -6.750)  -0.642
H (-0.174, 2.407, -6.233)  0.293
H (-0.098, 0.716, -6.605)  0.273
H (0.724, 1.992, -7.678)  0.455
H (2.437, 2.281, -6.085)  0.183
H (1.010, 0.133, -4.425)  -0.387
H (1.276, 1.779, -3.935)  0.403
H (2.653, 0.870, -4.117)  0.510
H (3.261, 0.025, -6.341)  0.333
C (-5.021, -1.666, -0.315)  0.401
C (-6.244, -2.439, 0.057)  0.918
C (-7.345, -2.447, -1.044)  -1.654
O (-5.837, -3.744, 0.307)  -0.621
H (-4.305, -1.597, 0.504)  -0.496
H (-5.309, -0.697, -0.722)  -0.316
H (-4.503, -2.126, -1.157)  0.558
H (-6.698, -2.178, 1.013)  0.047
H (-7.781, -1.479, -1.291)  0.325
H (-8.201, -3.087, -0.831)  0.412
H (-6.932, -2.695, -2.022)  0.364
H (-5.167, -3.754, 0.995)  0.185

Total charge: 0
LUMO energy (eV): 0.508
Gap between HOMO and LUMO (eV): 8.2
DFT total energy (Eh): -5271.5138
Spin multiplicity: 1
Maximum force (eV Å⁻¹): 3.82

=====

Entry 2:
C11H16Cl3NO2Pt | the ωB97M-V functional and the def2-TZVPD basis

Last column: natural (NBO) charge in e.
Atoms and positions in Å:
C (1.151, -1.278, 0.740)  -0.126
C (1.564, 0.080, 0.578)  0.153
C (0.861, 0.700, -0.543)  -0.176
C (2.536, 0.761, 1.432)  -0.673
C (-0.051, -0.372, -1.076)  -0.024
C (0.210, -1.562, -0.279)  0.043
C (-0.501, -2.844, -0.383)  -0.662
C (1.508, -2.230, 1.804)  -0.628
C (1.421, 1.791, -1.355)  -0.671
C (-0.558, -0.444, -2.469)  -0.672
Pt (-1.216, 1.189, 0.193)  1.207
Cl (0.010, 3.293, 1.229)  -0.742
Cl (-1.096, 0.465, 2.470)  -0.567
Cl (-1.871, 2.322, -1.893)  -0.709
H (2.327, 0.558, 2.488)  0.224
H (2.525, 1.841, 1.292)  0.250
H (3.539, 0.407, 1.237)  0.191
H (1.881, 2.535, -0.694)  0.234
H (0.612, 2.291, -1.875)  0.267
H (2.151, 1.482, -2.128)  0.170
H (-0.634, 0.556, -2.914)  0.270
H (-1.536, -0.936, -2.449)  0.211
H (0.111, -1.083, -3.041)  0.178
H (-0.695, -3.037, -1.421)  0.203
H (-1.485, -2.771, 0.116)  0.249
H (0.003, -3.726, 0.103)  0.194
H (1.869, -1.735, 2.708)  0.214
H (2.277, -2.921, 1.431)  0.184
H (0.639, -2.835, 2.082)  0.212
O (-2.303, -0.568, 0.536)  -0.687
H (-3.156, -0.020, 0.532)  0.487
O (-4.869, 3.544, 0.677)  -0.700
C (-4.012, 2.707, 0.512)  0.770
N (-3.207, 1.840, 0.361)  -0.874

Total charge: -2
LUMO energy (spin up / spin down) (eV): 5.092 / 4.543
Gap between HOMO and LUMO (spin up / spin down) (eV): 4.8 / 6.1
DFT total energy (Eh): -2133.8192
Spin multiplicity: 5
Maximum force (eV Å⁻¹): 3.54

=====

Repeat the second record exactly.
C11H16Cl3NO2Pt | the ωB97M-V functional and the def2-TZVPD basis

Last column: natural (NBO) charge in e.
Atoms and positions in Å:
C (1.151, -1.278, 0.740)  -0.126
C (1.564, 0.080, 0.578)  0.153
C (0.861, 0.700, -0.543)  -0.176
C (2.536, 0.761, 1.432)  -0.673
C (-0.051, -0.372, -1.076)  -0.024
C (0.210, -1.562, -0.279)  0.043
C (-0.501, -2.844, -0.383)  -0.662
C (1.508, -2.230, 1.804)  -0.628
C (1.421, 1.791, -1.355)  -0.671
C (-0.558, -0.444, -2.469)  -0.672
Pt (-1.216, 1.189, 0.193)  1.207
Cl (0.010, 3.293, 1.229)  -0.742
Cl (-1.096, 0.465, 2.470)  -0.567
Cl (-1.871, 2.322, -1.893)  -0.709
H (2.327, 0.558, 2.488)  0.224
H (2.525, 1.841, 1.292)  0.250
H (3.539, 0.407, 1.237)  0.191
H (1.881, 2.535, -0.694)  0.234
H (0.612, 2.291, -1.875)  0.267
H (2.151, 1.482, -2.128)  0.170
H (-0.634, 0.556, -2.914)  0.270
H (-1.536, -0.936, -2.449)  0.211
H (0.111, -1.083, -3.041)  0.178
H (-0.695, -3.037, -1.421)  0.203
H (-1.485, -2.771, 0.116)  0.249
H (0.003, -3.726, 0.103)  0.194
H (1.869, -1.735, 2.708)  0.214
H (2.277, -2.921, 1.431)  0.184
H (0.639, -2.835, 2.082)  0.212
O (-2.303, -0.568, 0.536)  -0.687
H (-3.156, -0.020, 0.532)  0.487
O (-4.869, 3.544, 0.677)  -0.700
C (-4.012, 2.707, 0.512)  0.770
N (-3.207, 1.840, 0.361)  -0.874

Total charge: -2
LUMO energy (spin up / spin down) (eV): 5.092 / 4.543
Gap between HOMO and LUMO (spin up / spin down) (eV): 4.8 / 6.1
DFT total energy (Eh): -2133.8192
Spin multiplicity: 5
Maximum force (eV Å⁻¹): 3.54

=====

Question: spin multiplicity of number 1 (C92H208N8O16)?
Answer: 1

=====

Question: The lowest maximum force belongs to which entry?
Answer: C11H16Cl3NO2Pt

=====

Question: Which of these has the highest maximum force?
Answer: C92H208N8O16